(A)
Entry from OMol25: a molecular structure, C47H49N5P2Se2Ti (the ωB97M-V functional and the def2-TZVPD basis).

Results
HOMO-LUMO gap = 5.10 eV
LUMO level = -7.438 eV
total charge = +2
multiplicity = 1

```
106
C47H49N5P2Se2Ti the ωB97M-V functional and the def2-TZVPD basis
C -1.937 -3.518 0.641
H -2.352 -1.590 1.567
C 3.558 -3.575 -1.714
C -3.028 1.846 -0.553
N -0.113 -3.101 -1.599
C 3.560 -1.326 -1.988
C -0.108 0.680 1.947
Ti 0.392 -1.240 -1.605
H 0.626 -2.189 -3.872
C -0.558 5.649 0.142
H 3.499 1.844 -3.300
H 1.187 6.792 -0.336
Se -2.670 1.832 3.518
H -1.538 -3.853 -5.160
C -1.342 -3.839 -1.811
C -1.183 4.411 0.072
H -5.844 0.730 0.926
N 0.783 -1.108 1.061
C -3.584 2.720 -1.501
H -4.247 -6.241 -2.396
H 6.094 -0.290 -1.684
C -1.593 -4.260 -3.118
C -3.834 1.116 0.310
H -2.174 4.279 0.488
C -0.525 0.703 5.929
H 3.333 0.320 -4.173
C 4.367 -2.466 -1.933
H -6.840 2.286 -0.713
P -1.263 1.734 -0.599
C 2.234 4.575 2.618
C 3.987 0.110 -2.107
H 4.325 0.324 0.039
H -2.253 -1.507 -0.209
C 1.386 4.753 -0.974
N 0.115 -0.440 0.101
C -5.210 1.284 0.248
H -5.393 3.552 -2.272
H 1.169 -4.645 -3.996
H -0.133 6.552 4.025
H -0.266 -1.927 -5.338
H -3.400 0.439 1.031
H 2.110 0.810 -2.995
H 1.018 -4.861 -1.425
H -1.368 4.402 4.018
H 2.177 6.652 3.151
C -3.438 -5.540 -2.237
H 3.245 4.622 2.232
P -0.578 1.730 3.384
H -2.222 -3.852 2.749
C 0.354 -4.703 -4.723
C -3.199 -5.041 -0.962
C 0.779 3.513 -1.040
C 3.180 0.804 -3.206
C 5.476 0.188 -2.446
H -3.592 -4.366 1.773
H -2.954 3.274 -2.188
Se -0.805 0.754 -2.557
H -1.127 -1.691 -3.832
H 4.012 1.845 -0.808
H 0.027 -5.741 -4.783
H 0.762 -4.422 -5.696
H -3.839 -5.345 -0.145
C 3.732 0.791 -0.749
H 5.692 -0.275 -3.412
H 2.026 2.480 2.222
C -2.576 -2.121 0.637
H -1.591 0.890 5.913
C 1.447 -0.041 7.085
H 3.863 -4.609 -1.642
C 0.713 5.820 -0.386
C 0.253 3.310 3.132
H 3.284 0.051 5.972
H -2.885 -5.485 -4.307
C -0.469 0.680 0.619
C -0.511 3.348 -0.527
C 0.242 0.976 4.802
H -0.516 -0.012 7.948
C -5.765 2.160 -0.672
C 1.632 5.716 3.134
H 5.438 -2.475 -2.060
C -2.661 -5.131 -3.306
C -0.375 -2.314 -4.324
H 1.290 2.684 -1.515
C 0.082 0.196 7.071
C 2.217 0.233 5.959
H 2.231 0.957 3.954
C -0.361 4.460 3.623
C 0.335 5.662 3.626
C 1.547 3.371 2.616
N 2.258 -1.694 -1.810
C 1.045 -3.781 -1.531
C -2.502 -4.325 1.807
C -4.955 2.874 -1.552
C 2.251 -3.112 -1.624
H 2.378 4.895 -1.383
H 5.776 1.235 -2.502
H -3.661 -2.213 0.547
H -1.071 6.481 0.606
C -0.815 -3.785 -4.346
C -2.156 -4.159 -0.720
H -0.862 -3.419 0.803
H 1.918 -0.438 7.975
H -2.117 -5.347 1.817
H 2.681 0.728 -0.454
N 0.653 -0.454 2.161
C 1.620 0.743 4.821
```


(B)
Entry from OMol25: a molecular structure, C47H49N5P2Se2Ti (the ωB97M-V functional and the def2-TZVPD basis).

Results
HOMO-LUMO gap = 5.09 eV
LUMO level = -7.426 eV
total charge = +2
multiplicity = 1

```
106
C47H49N5P2Se2Ti the ωB97M-V functional and the def2-TZVPD basis
C 2.605 1.759 -1.574
H 0.544 -3.641 -2.108
H 0.307 -3.364 -3.831
H -7.438 3.221 1.521
H 0.297 3.806 -0.615
H -1.639 -0.629 -2.033
C -1.048 4.354 0.982
H -1.185 -2.632 2.449
H 5.125 1.329 0.769
C 0.271 6.782 0.993
N -0.605 0.519 1.791
H -6.279 1.319 2.584
C 2.174 5.092 3.671
C 4.688 1.579 -0.199
H -2.258 5.177 2.573
H 5.194 1.001 -0.972
H -5.058 -4.836 -0.768
C 3.058 -2.316 0.517
H 0.126 -1.161 -2.093
C -1.595 1.480 7.191
C 0.565 -2.767 0.336
H -4.401 -4.336 1.541
H 2.692 7.102 4.205
C -2.239 -2.916 2.423
C -1.363 -2.701 -2.614
C 2.522 2.150 0.912
C -3.055 -1.689 2.848
C 0.004 4.572 0.092
C 1.260 4.060 3.829
H 1.431 3.111 3.336
C -4.268 4.011 0.663
C -5.645 4.109 0.759
C 0.855 6.485 5.124
H -0.554 -4.675 -3.022
H 0.702 7.426 5.635
H 2.883 1.828 1.891
H 1.467 5.973 -0.596
H -0.764 -0.799 -3.531
H 4.847 -1.034 0.445
H 2.822 2.814 -1.748
H 4.887 2.634 -0.389
H -6.159 4.944 0.302
C -4.147 -4.284 -0.578
C -1.236 0.789 8.338
C -0.609 2.088 6.419
C 0.137 4.244 4.630
C -0.779 6.566 1.874
Se -1.533 1.640 -0.844
H 0.786 7.734 0.995
H 1.433 2.053 0.899
H 0.600 -3.835 0.532
C 0.730 2.016 6.799
C 3.780 -1.147 0.348
N -0.029 0.577 3.850
H -3.678 -4.070 -2.659
C 3.178 1.337 -0.214
H 2.757 3.209 0.786
H 3.052 1.186 -2.387
C -0.199 -3.652 -2.909
C -1.449 5.353 1.875
H -1.999 0.323 8.947
C -3.369 -3.855 -1.643
H -2.725 -1.322 3.822
C -3.774 -4.002 0.725
H -1.082 7.341 2.565
H 3.050 4.948 3.050
C -0.738 1.723 3.598
H -3.705 4.769 0.131
N 0.043 -0.127 2.774
H 2.117 1.277 8.252
C 1.080 1.327 7.948
H -1.885 -4.957 3.100
C 0.661 5.790 0.101
H -4.115 -1.940 2.915
C 0.098 0.713 8.714
H -3.824 1.141 2.450
C -2.610 -3.293 1.002
C -1.837 -2.900 -0.095
C -0.067 5.462 5.276
C 1.973 6.302 4.320
Se -3.082 3.580 4.806
C -5.713 2.062 2.039
C 2.884 -0.118 0.023
C -4.337 1.954 1.955
C -6.362 3.137 1.445
C -2.196 -3.148 -1.424
H 1.496 2.504 6.208
H -2.635 1.568 6.903
P -1.870 2.777 1.067
H -2.053 -3.768 4.395
C -1.109 1.691 2.271
N 1.623 -0.615 -0.029
H -2.956 -0.881 2.118
H -2.040 -2.745 -3.470
C 1.715 -2.005 0.287
H -0.948 5.607 5.890
C -2.425 -4.063 3.414
N -0.617 -2.172 0.127
C -3.620 2.935 1.271
P -1.085 2.944 4.913
H 0.373 0.181 9.615
Ti -0.290 -0.289 0.039
C -0.881 -1.243 -2.541
H 3.441 -3.294 0.766
H 1.520 1.634 -1.618
H -3.477 -4.328 3.533
```


What should be chosen as the most stable of them? Choose (B).


(A)
Entry from OMol25: a molecular structure, B3CsH12 (the ωB97M-V functional and the def2-TZVPD basis).

Results
HOMO-LUMO gap = 4.47 eV
LUMO level = 4.358 eV
total charge = -2
multiplicity = 1

```
16
B3CsH12 the ωB97M-V functional and the def2-TZVPD basis
B -0.343 1.557 2.017
H -1.338 -1.224 -1.860
H -0.904 1.713 2.925
H -0.186 -0.937 -0.067
H -0.170 0.023 -1.333
B -0.548 -0.554 -2.162
H 0.531 0.958 2.224
H -0.092 2.524 1.611
H -1.029 0.086 -2.886
H 1.510 -0.662 -0.323
H -0.935 1.051 1.271
H 0.251 -1.101 -2.639
H 0.939 -1.112 1.302
H 0.906 -2.289 -0.020
B 0.800 -1.247 0.240
Cs 0.606 1.214 -0.300
```


(B)
Entry from OMol25: a molecular structure, B3CsH12 (the ωB97M-V functional and the def2-TZVPD basis).

Results
HOMO-LUMO gap = 4.21 eV
LUMO level = 4.411 eV
total charge = -2
multiplicity = 1

```
16
B3CsH12 the ωB97M-V functional and the def2-TZVPD basis
Cs 11.946 -13.474 5.603
H 9.065 -14.365 4.834
B 10.962 -13.781 7.611
H 10.405 -14.474 5.943
H 10.675 -14.273 4.198
H 10.069 -11.077 6.667
H 11.330 -12.043 5.808
B 10.068 -14.746 4.954
B 10.883 -11.072 5.959
H 11.077 -14.802 7.282
H 10.480 -13.188 6.850
H 10.440 -10.833 5.005
H 11.637 -10.326 6.159
H 10.350 -13.835 8.498
H 11.974 -13.416 7.700
H 10.181 -15.817 4.896
```


What should be chosen as the most stable of them? Choose (A).


(A)
Entry from OMol25: a gas-phase ion, C2H2N3OS (charge -1) (the ωB97M-V functional and the def2-TZVPD basis).

Results
HOMO-LUMO gap = 7.74 eV
LUMO level = 3.484 eV
structure (SMILES) = N/N=C(/[O-])N=C=S
total charge = -1
multiplicity = 1

```
9
C2H2N3OS the ωB97M-V functional and the def2-TZVPD basis
H -1.004 0.787 -0.712
N 0.898 -0.102 -0.655
H -1.531 1.295 0.675
N -1.722 0.476 -0.049
N -1.294 -0.755 0.418
S 2.858 1.480 0.379
C 1.803 0.543 -0.298
O 0.242 -2.400 0.164
C -0.250 -1.324 0.076
```


(B)
Entry from OMol25: a gas-phase ion, C2H2N3OS (charge -1) (the ωB97M-V functional and the def2-TZVPD basis).

Results
HOMO-LUMO gap = 7.66 eV
LUMO level = 3.889 eV
structure (SMILES) = N#CN(N)C([O-])=S
total charge = -1
multiplicity = 1

```
9
C2H2N3OS the ωB97M-V functional and the def2-TZVPD basis
C -1.137 0.526 -0.047
N 0.239 0.066 0.100
S -1.334 2.170 0.148
C 1.285 0.886 -0.163
N 2.146 1.581 -0.499
H 0.087 -1.788 -0.709
O -1.942 -0.372 -0.187
N 0.543 -1.354 0.216
H 0.113 -1.715 1.142
```


What should be chosen as the most stable of them? Choose (B).